8
Properties=species:S:1:pos:R:3:forces:R:3 method="wB97M-V/def2-TZVPD" e_tot_ev=-12913.7923 smiles="C=[PH]=C=N" charge=0 spin_multiplicity=1
C 0.776732 -1.138162 0.199765 2.5 -0.1 0.1
C -0.928654 1.020542 -0.038875 -0.4 -0.5 -0.3
N 1.922606 -0.882829 0.017455 -0.5 -0.5 0.4
P -0.882176 -0.615475 -0.451195 -1.6 1.3 -0.3
H -1.370595 1.389577 0.871923 0.1 0.0 0.2
H -0.517397 1.753853 -0.710721 0.2 0.0 -0.2
H 2.584447 -0.330608 -0.496865 -0.1 0.0 0.0
H -1.584964 -1.196898 0.608514 -0.2 -0.2 0.1


20
Properties=species:S:1:pos:R:3:forces:R:3 method="wB97M-V/def2-TZVPD" e_tot_ev=-8932.3856 smiles=CCCCNCO charge=0 spin_multiplicity=1
C -0.240311 0.601940 -0.958643 1.5 -0.9 0.8
N -0.554278 -0.713644 -0.370535 -0.6 -0.8 -0.1
C -0.336831 -1.858933 -1.271833 1.1 0.4 1.7
O -0.105792 -3.107324 -0.584265 -1.3 0.3 0.4
C 0.893605 1.253547 -0.153956 -0.3 0.6 1.4
C 0.663975 1.262105 1.374794 -0.3 0.3 0.1
C -0.268037 2.394429 1.810486 -0.7 -0.6 -1.1
H 0.145244 0.457551 -1.965957 -0.4 0.2 -0.3
H -1.099892 1.248439 -0.947512 -0.4 0.2 -0.2
H -1.514196 -0.709751 -0.045206 0.0 -0.1 0.0
H 0.692484 -1.732783 -1.583336 -0.3 0.8 -1.7
H -1.182006 -1.914406 -1.962057 0.5 -0.5 -0.5
H -0.160561 -2.902716 0.358027 0.0 -0.1 -0.1
H 0.908820 2.323944 -0.396543 0.5 -0.2 -0.5
H 1.874888 0.783733 -0.262085 -0.2 0.0 -0.7
H 0.345188 0.276341 1.721427 -0.1 0.1 0.0
H 1.579222 1.508058 1.896144 0.7 -0.3 -0.1
H -0.470685 2.379188 2.872638 0.3 0.3 0.3
H 0.177911 3.329460 1.430218 -0.4 -0.1 0.6
H -1.255527 2.253793 1.341465 0.2 0.3 0.0


10
Properties=species:S:1:pos:R:3:forces:R:3 method="wB97M-V/def2-TZVPD" e_tot_ev=-7192.2643 smiles=c1cncnc1 charge=0 spin_multiplicity=1
C 0.547109 -0.009478 -1.012678 0.1 -0.1 0.7
C 0.677572 -0.986548 -0.051285 0.1 -0.3 0.3
N 0.108489 -0.957721 1.141478 -0.4 -0.1 0.0
C -0.706271 0.073466 1.326524 -0.1 0.0 0.1
N -1.018285 1.030072 0.448736 0.3 -0.3 -0.2
C -0.378956 1.014149 -0.729471 0.3 -0.3 0.0
H 1.331925 -0.260101 -1.717370 -0.8 1.3 -1.2
H 1.301602 -1.836136 -0.311520 0.1 -0.1 0.4
H -1.183980 0.101735 2.301542 -0.1 0.3 -0.1
H -0.679204 1.830562 -1.395955 0.5 -0.4 0.0


58
Properties=species:S:1:pos:R:3:forces:R:3 method="wB97M-V/def2-TZVPD" e_tot_ev=-51824.3593 smiles="COc1cc(NC(=O)[C@@H]2CCCN(S(=O)(=O)c3ccc4[nH]c(=O)ccc4c3)C2)cc(OC)c1" charge=0 spin_multiplicity=1
C -0.575671 2.335301 -4.450407 -5.3 -6.4 -0.2
H -0.372702 1.670005 -5.279675 0.4 0.1 -0.3
O -0.663621 1.332978 -3.258837 -8.2 7.9 -4.0
C 0.336144 0.715496 -2.950048 0.8 -2.3 1.3
C 1.421083 0.828147 -3.574117 14.0 2.7 -5.3
C 2.664883 0.229075 -3.046289 -1.2 -1.0 0.1
C 2.477173 -0.483833 -1.946794 1.4 -5.9 3.2
C 1.175155 -0.936921 -1.444540 3.6 3.5 -2.3
C 0.138364 -0.201125 -2.012412 -2.5 -4.5 6.2
H -0.888943 -0.221546 -1.500939 1.6 -0.3 -1.1
N 1.249720 -1.769156 -0.346128 -10.0 2.6 0.2
C 0.016543 -1.993114 0.364181 -3.3 3.1 2.3
O -1.294474 -1.304304 0.365576 8.4 -4.1 -1.1
C 0.302378 -3.009206 1.574150 -9.9 8.6 -0.3
C 1.048761 -2.594424 2.640505 6.1 5.4 5.9
N 0.510669 -1.504498 3.607940 -3.1 -5.5 -0.1
S 0.740055 0.076078 3.772580 11.8 -4.2 -9.3
O 2.267740 0.147785 3.449692 -4.6 0.3 0.9
O 0.383825 0.302172 5.032897 -4.0 3.3 8.4
C 0.109497 0.885105 2.399188 -5.8 -0.7 1.8
C -1.393945 0.942485 2.378488 5.8 1.3 0.9
C -1.845292 1.698755 1.320176 -7.6 -4.6 6.8
C -1.153158 1.985309 0.262741 -8.3 4.2 -5.5
N -1.799169 2.655701 -0.815233 -4.1 -2.0 2.3
C -3.282544 2.427623 -1.007403 -0.6 5.7 3.2
O -3.786845 3.121064 -1.857081 0.0 -1.2 -2.5
C -4.209213 2.405753 0.289784 17.2 -7.1 2.3
C -3.324758 1.655538 1.365220 -4.4 6.0 -6.0
H -3.974166 1.602507 2.178931 0.1 -0.9 2.2
H -5.120482 2.522454 0.290510 -9.3 1.1 -0.2
H -1.346298 2.605463 -1.676087 0.9 -0.1 -1.6
C 0.034587 1.792427 0.174068 14.5 -1.7 1.4
C 0.787367 1.242199 1.336961 -8.4 2.3 -3.5
H 1.700729 1.174324 1.295256 9.5 -0.6 -0.4
H 0.631584 2.280564 -0.623278 -0.3 -0.9 0.4
H -1.710137 0.598496 3.377604 -1.5 0.5 -1.1
C -0.865707 -2.274674 4.133563 7.8 14.0 4.6
C -1.607360 -2.301299 3.149320 -11.7 -6.0 -14.3
C -1.058384 -3.521233 2.108025 2.3 4.2 2.9
H -0.726789 -4.394887 2.589631 -0.6 -1.4 1.2
H -1.785719 -3.607130 1.435104 -2.6 -0.9 -3.0
H -1.827474 -1.423418 2.432642 0.5 -1.4 1.7
H -2.668835 -2.850510 3.414721 2.0 1.7 -0.3
H -0.667589 -2.897566 4.757817 2.6 -8.1 6.6
H -1.136747 -1.394597 4.687898 -0.8 0.2 1.5
H 1.395700 -3.418082 3.381143 -0.6 1.2 -1.5
H 1.909414 -1.890141 2.425109 0.3 -1.8 -0.7
H 0.603182 -3.743513 1.179527 5.3 -10.2 -5.6
H 1.922673 -2.347933 -0.064935 3.7 -2.4 0.7
H 3.428948 -1.208048 -1.630629 -2.4 2.2 -0.5
O 3.995600 0.089772 -3.474528 -1.7 1.3 0.0
C 4.289666 0.909214 -4.581797 -1.6 3.8 3.5
H 3.684854 0.515892 -5.332931 -0.6 0.3 -2.1
H 5.312118 0.934977 -4.677602 2.3 -0.5 -0.9
H 4.081692 2.127358 -4.212263 0.1 -3.2 -1.5
H 1.998666 1.627553 -4.273535 -3.2 -1.2 0.9
H 0.027919 3.080164 -4.421521 4.6 4.4 1.2
H -1.560665 2.773419 -4.711945 0.1 -0.7 1.1


Short version: energy relative to the best compared isomer or geometry (same formula, charge and spin) = 264.1 156.8 40.9 2312.5 kJ/mol, in the order given.